Entry A
CH3NO4 | the ωB97M-V functional and the def2-TZVPD basis

Structure (XYZ):
```
9
Properties=species:S:1:pos:R:3:lowdin_charge:R:1
N 1.866 0.211 0.455 -0.02
O 1.017 -0.706 -0.173 -0.12
C -0.533 -0.138 0.069 -0.41
O -0.773 0.754 0.838 0.15
O -1.300 -0.813 -0.701 0.04
O -2.574 -0.352 -0.835 0.08
H 2.786 -0.254 0.624 0.11
H 1.966 0.990 -0.171 0.07
H -2.455 0.307 -0.106 0.11
```

Calculated values
SMILES string: NOC(=O)OO
Spin multiplicity: 1



Entry B
CH3NO4 | the ωB97M-V functional and the def2-TZVPD basis

Structure (XYZ):
```
9
Properties=species:S:1:pos:R:3:lowdin_charge:R:1
C 0.133 -2.023 1.394 -0.31
N 1.002 -1.382 1.928 0.05
O -0.676 -2.800 1.003 0.11
O 1.675 -0.197 1.753 -0.01
O -0.107 0.456 -1.178 0.04
O 0.041 0.981 0.165 -0.24
H 0.564 1.090 -1.605 0.20
H 1.234 0.342 1.129 -0.01
H -0.920 0.946 -1.447 0.17
```

Calculated values
Spin multiplicity: 1



Last place for stability: entry B



Entry A
CH3NO4 | the ωB97M-V functional and the def2-TZVPD basis

Structure (XYZ):
```
9
Properties=species:S:1:pos:R:3:lowdin_charge:R:1
C -0.321 -0.395 -0.201 -0.44
N 0.537 -0.633 0.914 -0.41
O 1.674 -1.025 0.646 0.01
O -0.016 -0.579 2.015 0.01
O -1.575 -0.210 0.059 0.18
O 0.170 -0.619 -1.380 0.17
H 0.882 1.643 0.300 0.16
H -1.654 -0.260 1.055 0.16
H 1.129 -0.839 -1.246 0.15
```

Calculated values
Spin multiplicity: 1



Entry B
CH3NO4 | the ωB97M-V functional and the def2-TZVPD basis

Structure (XYZ):
```
9
Properties=species:S:1:pos:R:3:lowdin_charge:R:1
O 0.474 2.029 1.665 0.09
N 0.017 1.476 0.696 0.02
O -1.222 0.732 1.011 -0.18
O -1.420 -0.670 0.844 -0.02
H -0.578 -0.999 1.213 0.09
C 0.602 -0.622 -1.314 -0.12
O 1.410 -0.802 -0.396 -0.05
H 0.183 -1.479 -1.863 0.09
H 0.536 0.334 -1.856 0.08
```

Calculated values
SMILES string: O=NOO.C=O
Spin multiplicity: 1



Entry C
CH3NO4 | the ωB97M-V functional and the def2-TZVPD basis

Structure (XYZ):
```
9
Properties=species:S:1:pos:R:3:lowdin_charge:R:1
O -2.548 0.391 0.512 0.16
N -1.503 0.185 -0.013 -0.46
O -0.650 0.979 -0.290 0.05
O -1.161 -1.078 -0.337 0.09
H -0.207 -1.339 -0.050 0.13
C 1.471 0.193 0.070 -0.15
O 1.480 -0.966 0.462 -0.03
H 1.397 1.228 0.576 0.12
H 1.720 0.408 -0.929 0.07
```

Calculated values
SMILES string: O=[N+]([O-])O.C=O
Spin multiplicity: 1



Last place for stability: entry B



Entry A
C4H7N3S | the ωB97M-V functional and the def2-TZVPD basis

Structure (XYZ):
```
15
Properties=species:S:1:pos:R:3:lowdin_charge:R:1
H -1.541 3.171 -1.019 0.10
N -0.514 2.822 -1.094 0.12
C -0.275 1.758 -0.481 -0.48
C 1.118 1.107 -0.414 -0.15
N 0.717 -0.359 -0.387 -0.43
S 1.658 -1.562 0.488 0.72
C -0.571 -0.358 0.272 -0.39
C -1.195 -1.676 0.782 -0.10
N -1.216 0.825 0.119 0.12
H 1.979 1.447 -1.183 0.16
H 1.565 1.320 0.681 0.14
H 2.538 -2.242 -0.596 -0.04
H -1.128 -2.610 0.077 0.12
H -2.232 -1.629 0.961 0.04
H -0.902 -2.015 1.792 0.07
```

Calculated values
SMILES string: [H]/N=C1/CN(S)C(C)=N1
Spin multiplicity: 1



Entry B
C4H7N3S | the ωB97M-V functional and the def2-TZVPD basis

Structure (XYZ):
```
15
Properties=species:S:1:pos:R:3:lowdin_charge:R:1
H 1.285 -0.843 1.894 0.05
N 0.367 -0.365 1.909 0.13
C 0.147 -0.031 0.689 -0.51
N -0.988 0.411 0.180 0.04
C -2.071 0.441 1.104 -0.15
C -3.247 1.092 0.804 0.02
C 1.156 -0.285 -0.411 -0.76
N 2.454 -0.357 0.071 0.04
S 0.918 -0.456 -2.054 0.65
H -1.045 0.696 -0.802 0.11
H -1.959 -0.114 1.996 0.08
H -3.288 1.660 -0.124 0.04
H -4.161 1.223 1.359 0.04
H 2.638 0.158 0.962 0.13
H 3.105 -0.598 -0.642 0.07
```

Calculated values
SMILES string: [H]/N=C(/NC=C)C(N)=S
Spin multiplicity: 1



Last place for stability: entry A



Entry A
C4H7N3S | the ωB97M-V functional and the def2-TZVPD basis

Structure (XYZ):
```
15
Properties=species:S:1:pos:R:3:lowdin_charge:R:1
S 0.032 -3.123 2.736 0.60
C -0.086 -2.089 1.477 -0.72
N 0.138 -0.753 1.543 0.03
C 0.049 0.160 0.502 -0.35
N 0.203 1.426 0.714 0.06
N -0.041 2.114 -0.463 -0.10
C 0.096 1.140 -1.582 -0.18
C -0.309 -0.171 -0.909 -0.12
H -0.403 -2.472 0.530 0.05
H 0.323 -0.369 2.429 0.12
H 0.591 2.950 -0.486 0.13
H 1.167 1.072 -1.878 0.12
H -0.632 1.460 -2.430 0.14
H -1.387 -0.315 -0.950 0.12
H 0.260 -1.029 -1.232 0.11
```

Calculated values
SMILES string: S=CNC1=NNCC1
Spin multiplicity: 1



Entry B
C4H7N3S | the ωB97M-V functional and the def2-TZVPD basis

Structure (XYZ):
```
15
Properties=species:S:1:pos:R:3:lowdin_charge:R:1
C 0.408 -1.297 -0.010 -0.24
C 1.803 -1.222 0.028 -0.31
C 1.168 1.235 0.483 -0.43
C -0.312 1.076 -0.145 -0.41
H -2.604 -0.663 0.548 0.21
H -2.142 -1.690 -1.048 0.14
H -0.039 -2.167 0.327 0.08
H 2.424 -1.957 0.602 0.07
H 1.335 2.412 0.374 0.10
H 0.950 0.827 1.479 0.08
H -2.020 1.966 -0.836 0.13
N -1.848 -0.721 -0.542 -0.05
N -0.542 -0.400 -0.335 -0.23
N -1.035 2.113 -0.242 0.09
S 2.456 0.488 -0.685 0.77
```

Calculated values
Spin multiplicity: 1



Entry C
C4H7N3S | the ωB97M-V functional and the def2-TZVPD basis

Structure (XYZ):
```
15
Properties=species:S:1:pos:R:3:lowdin_charge:R:1
H -0.455 -1.982 1.263 0.02
N 0.425 -1.547 0.929 0.12
C 0.138 -0.638 -0.009 -0.46
C 1.386 -0.052 -0.549 -0.18
C 2.580 -0.385 -0.144 0.01
N -1.102 -0.071 -0.345 -0.48
S -2.554 -0.947 -0.034 0.77
C -1.357 1.312 -0.083 -0.34
N -0.549 2.008 0.656 0.11
H -1.208 2.764 0.850 0.04
H 1.164 0.990 -0.856 0.09
H 3.335 0.281 -0.455 0.04
H 2.668 -1.494 0.393 0.14
H -2.084 -1.875 -1.183 0.01
H -2.387 1.634 -0.430 0.12
```

Calculated values
SMILES string: [H]/N=C(/C=C)N(S)/C=N/[H]
Spin multiplicity: 1



Entry D
C4H7N3S | the ωB97M-V functional and the def2-TZVPD basis

Structure (XYZ):
```
15
Properties=species:S:1:pos:R:3:lowdin_charge:R:1
C -1.684 0.770 -0.082 -0.39
C -0.455 1.538 -0.109 -0.07
C 0.779 0.868 0.033 -0.13
C 2.106 -1.081 -0.239 -0.26
H -3.568 -2.122 0.919 0.04
H -2.733 1.211 -0.321 0.04
H -0.351 2.587 -0.114 0.07
H 1.728 1.390 0.352 0.13
H -0.052 -1.039 0.019 0.13
H 1.937 -2.121 -0.687 0.13
H 3.446 0.279 0.225 0.01
N -1.793 -0.504 0.030 -0.41
N 0.871 -0.459 0.086 0.00
N 3.314 -0.684 -0.012 0.08
S -3.545 -0.632 -0.099 0.61
```

Calculated values
Spin multiplicity: 1



Last place for stability: entry B